Entry 1:
Here is 2 unconnected molecules or ions with the total composition C10H9NSi from OMol25. Energies are from wB97M-V/def2-TZVPD.

Geometry (Å):
C -1.577 -3.718 1.902
C 3.060 -1.728 4.247
C -0.838 -2.902 1.386
C 2.731 -1.412 3.125
C -0.055 2.626 -2.592
C -1.145 2.831 -1.617
C 0.570 1.381 -2.569
C -1.385 1.896 -0.674
C 0.216 0.449 -1.621
C -0.651 0.695 -0.608
N -0.773 -0.197 0.460
Si 0.210 -1.560 0.799
H -2.228 -4.493 2.012
H 3.800 -2.085 5.049
H 0.241 3.428 -3.309
H -1.738 3.788 -1.636
H 1.362 1.144 -3.298
H -2.337 1.897 -0.163
H 0.842 -0.429 -1.582
H -1.428 0.211 1.131
H 1.121 -1.823 -0.445

## Properties
HOMO energy (alpha / beta) (eV): -8.308 / -8.388
LUMO (alpha / beta) (eV): -2.069 / -2.034
HOMO-LUMO gap (alpha / beta) (eV): 6.2 / 6.4
ΔE to the lowest compared entry with this formula, charge and spin (eV): 3.750
Multiplicity: 1
Molar mass (g/mol): 171.28

Entry 2:
Here is 19 unconnected molecules or ions with the total composition C112H178N23O31P from OMol25. Energies are from wB97M-V/def2-TZVPD.

Geometry (Å):
C 17.422 20.569 21.010
N 18.753 19.955 21.126
C 19.618 20.344 22.106
C 20.884 19.841 22.162
C 21.317 18.967 21.172
C 20.392 18.590 20.195
C 19.123 19.092 20.174
C 22.721 18.435 21.102
C 23.021 17.102 20.745
C 24.327 16.710 20.622
N 25.312 17.541 20.959
C 25.036 18.833 21.189
C 23.776 19.347 21.344
C 26.746 17.194 20.819
H 17.307 21.076 20.049
H 17.278 21.313 21.810
H 16.658 19.783 21.127
H 19.242 21.106 22.758
H 21.460 20.063 23.036
H 20.761 17.918 19.435
H 18.482 18.986 19.310
H 22.268 16.314 20.586
H 24.669 15.747 20.280
H 25.874 19.503 21.384
H 23.612 20.422 21.513
H 26.927 16.193 21.204
H 27.338 17.943 21.357
H 26.951 17.206 19.760
C 25.165 14.305 23.818
N 26.039 14.923 24.845
C 25.575 15.440 25.945
C 26.342 16.136 26.795
C 27.732 16.217 26.618
C 28.217 15.635 25.437
C 27.348 15.086 24.566
C 28.538 17.139 27.475
C 28.004 18.418 27.800
C 28.677 19.246 28.641
N 29.937 18.904 29.019
C 30.425 17.692 28.820
C 29.680 16.745 28.114
C 30.703 19.908 29.795
H 24.655 13.511 24.334
H 25.737 13.972 22.960
H 24.414 14.978 23.416
H 24.534 15.296 26.121
H 25.855 16.466 27.709
H 29.234 15.690 25.137
H 27.560 14.546 23.686
H 27.053 18.680 27.422
H 28.322 20.218 28.926
H 31.410 17.449 29.149
H 30.117 15.731 27.914
H 31.223 19.413 30.664
H 30.046 20.676 30.116
H 31.492 20.239 29.130
C 12.472 20.071 24.766
N 12.851 19.499 23.438
C 13.583 20.198 22.615
C 14.035 19.716 21.386
C 13.907 18.387 21.136
C 13.149 17.633 22.063
C 12.603 18.198 23.151
C 14.532 17.860 19.907
C 15.718 17.157 19.998
C 16.487 16.939 18.851
N 15.994 17.307 17.666
C 14.791 17.883 17.615
C 14.006 18.227 18.673
C 16.681 17.044 16.385
H 11.552 19.523 25.046
H 12.353 21.143 24.721
H 13.352 19.911 25.400
H 13.938 21.148 22.929
H 14.551 20.432 20.754
H 12.952 16.594 21.829
H 11.853 17.667 23.752
H 16.230 17.028 20.945
H 17.512 16.571 18.953
H 14.442 18.033 16.610
H 13.001 18.664 18.582
H 16.532 17.890 15.755
H 16.190 16.174 15.990
H 17.718 16.903 16.581
C 28.018 12.230 17.974
N 28.781 13.151 17.010
C 28.570 13.071 15.718
C 29.377 13.725 14.844
C 30.443 14.536 15.309
C 30.564 14.659 16.683
C 29.744 13.948 17.503
C 31.357 15.147 14.261
C 32.767 15.047 14.533
C 33.665 15.377 13.539
N 33.226 15.874 12.358
C 31.869 15.960 12.131
C 30.922 15.658 13.051
C 34.131 16.210 11.206
H 27.943 12.785 18.940
H 28.592 11.347 18.141
H 27.025 11.986 17.618
H 27.821 12.405 15.387
H 29.325 13.489 13.822
H 31.311 15.262 17.145
H 29.771 13.980 18.548
H 33.233 14.661 15.447
H 34.745 15.353 13.574
H 31.540 16.287 11.161
H 29.839 15.716 12.948
H 35.056 16.657 11.580
H 33.664 16.929 10.558
H 34.387 15.266 10.776
C 17.354 32.259 20.789
N 17.359 30.865 21.368
C 16.322 30.058 21.190
C 16.370 28.772 21.585
C 17.558 28.304 22.131
C 18.670 29.141 22.357
C 18.483 30.459 21.955
C 17.578 26.943 22.638
C 18.734 26.162 22.577
C 18.729 24.918 23.085
N 17.611 24.420 23.667
C 16.489 25.155 23.761
C 16.408 26.403 23.144
C 17.685 23.052 24.239
H 16.364 32.436 20.361
H 18.111 32.326 20.029
H 17.586 32.916 21.639
H 15.424 30.426 20.745
H 15.553 28.113 21.444
H 19.526 28.755 22.843
H 19.273 31.219 22.057
H 19.644 26.650 22.291
H 19.634 24.279 23.174
H 15.614 24.675 24.216
H 15.474 26.952 23.083
H 17.636 23.162 25.336
H 18.642 22.596 23.970
H 16.866 22.474 23.808
C 20.189 17.012 24.461
C 19.450 15.790 23.969
C 18.784 15.881 22.586
C 17.894 14.642 22.345
C 18.597 13.284 22.657
C 20.110 13.470 22.976
N 20.268 14.620 23.811
O 21.397 14.638 24.491
C 20.968 13.854 21.743
C 20.671 12.207 23.587
C 18.458 15.463 25.073
H 21.130 17.164 23.963
H 20.369 16.854 25.545
H 19.466 17.835 24.393
H 19.493 16.016 21.782
H 18.181 16.815 22.611
H 17.606 14.585 21.301
H 17.027 14.728 22.974
H 18.555 12.565 21.853
H 18.114 12.781 23.517
H 20.541 14.651 21.128
H 21.185 12.945 21.133
H 21.970 14.088 22.081
H 21.761 12.318 23.651
H 20.434 11.400 22.873
H 20.276 11.940 24.590
H 17.953 14.524 24.911
H 17.744 16.277 25.096
H 19.105 15.338 25.941
C 25.065 21.067 24.090
C 25.596 21.780 25.328
C 25.251 23.233 25.508
C 23.776 23.491 25.729
C 23.303 22.912 26.992
C 23.523 21.434 27.110
N 24.959 21.103 26.546
O 25.658 20.185 27.223
C 22.463 20.612 26.363
C 23.411 21.047 28.568
C 27.111 21.645 25.474
H 25.369 21.675 23.229
H 23.951 20.941 24.058
H 25.536 20.080 24.070
H 25.633 23.720 24.649
H 25.876 23.623 26.308
H 23.197 23.046 24.897
H 23.542 24.578 25.700
H 22.251 23.055 27.233
H 23.830 23.445 27.783
H 22.828 19.568 26.252
H 22.120 21.065 25.431
H 21.561 20.556 27.012
H 24.238 21.414 29.157
H 23.435 19.965 28.645
H 22.424 21.438 28.897
H 27.414 21.668 26.533
H 27.486 22.462 24.862
H 27.491 20.713 25.063
C 24.348 21.658 17.065
C 23.732 20.603 16.145
C 24.718 20.172 15.025
C 24.255 19.009 14.176
C 24.146 17.724 15.021
C 23.236 17.902 16.261
N 23.313 19.310 16.953
O 22.883 19.471 18.117
C 23.583 16.827 17.232
C 21.732 17.813 15.847
C 22.396 21.187 15.461
H 24.538 22.486 16.318
H 25.357 21.366 17.385
H 23.730 21.983 17.911
H 25.737 20.025 15.427
H 24.919 21.085 14.436
H 24.984 18.834 13.380
H 23.283 19.290 13.703
H 25.164 17.502 15.346
H 23.724 16.873 14.538
H 23.011 16.955 18.153
H 24.639 16.783 17.526
H 23.160 15.906 16.819
H 21.528 18.256 14.849
H 21.022 18.144 16.618
H 21.556 16.714 15.779
H 22.071 20.454 14.723
H 22.562 22.195 15.061
H 21.635 21.246 16.246
C 31.855 19.768 19.504
C 30.343 19.436 19.334
C 29.498 20.597 20.074
C 29.481 21.902 19.347
C 28.847 21.834 17.983
C 29.576 20.796 17.024
N 30.062 19.529 17.826
O 30.512 18.530 17.130
C 30.798 21.482 16.341
C 28.659 20.400 15.881
C 30.054 18.136 19.832
H 32.183 20.775 19.201
H 32.416 19.021 18.935
H 32.081 19.645 20.546
H 29.988 20.646 21.066
H 28.445 20.269 20.218
H 30.512 22.284 19.292
H 28.885 22.710 19.861
H 28.855 22.816 17.522
H 27.784 21.582 18.127
H 30.428 22.286 15.690
H 31.212 20.737 15.672
H 31.610 21.758 17.017
H 28.873 19.396 15.550
H 28.743 21.042 15.030
H 27.694 20.321 16.341
H 30.757 17.417 19.431
H 29.075 17.748 19.502
H 30.097 18.174 20.915
C 20.749 22.109 19.100
C 19.638 23.204 19.064
C 18.454 22.864 18.092
C 18.798 23.286 16.634
P 17.279 23.597 15.655
C 15.945 22.508 16.165
C 14.805 22.588 15.148
C 13.904 21.434 15.270
C 13.279 21.345 16.635
C 16.565 25.286 15.793
C 16.444 25.756 17.182
C 17.666 26.419 17.834
C 17.250 26.893 19.220
C 17.683 23.472 13.874
C 18.340 22.138 13.449
C 17.342 21.129 12.835
C 18.155 19.960 12.307
H 20.443 21.110 19.487
H 21.562 22.412 19.757
H 21.168 21.960 18.124
H 20.085 24.075 18.684
H 19.203 23.326 20.067
H 17.548 23.426 18.360
H 18.127 21.830 18.078
H 19.322 22.509 16.044
H 19.412 24.191 16.561
H 15.607 22.666 17.193
H 16.455 21.540 16.102
H 15.176 22.625 14.125
H 14.289 23.540 15.355
H 14.455 20.524 15.010
H 13.082 21.438 14.516
H 13.954 21.149 17.493
H 12.551 20.537 16.700
H 12.798 22.277 16.956
H 15.633 25.257 15.255
H 17.219 26.057 15.285
H 16.147 24.964 17.868
H 15.655 26.470 17.298
H 18.092 27.248 17.237
H 18.498 25.711 17.848
H 18.136 27.256 19.769
H 16.831 26.111 19.864
H 16.501 27.672 19.155
H 18.428 24.261 13.747
H 16.816 23.731 13.249
H 18.781 21.603 14.276
H 19.109 22.376 12.722
H 16.664 21.484 12.042
H 16.708 20.767 13.652
H 17.627 18.996 12.233
H 18.970 19.828 13.005
H 18.514 20.148 11.322
N 15.691 23.222 21.105
O 15.617 23.118 22.409
O 16.485 24.106 20.573
O 14.882 22.536 20.437
N 21.767 23.220 22.677
O 21.016 22.650 23.583
O 21.558 24.426 22.386
O 22.701 22.633 22.059
N 28.309 18.169 24.168
O 28.926 17.334 23.399
O 27.086 18.422 23.917
O 28.873 18.703 25.149
N 19.868 16.166 18.458
O 19.344 17.019 17.736
O 19.251 15.789 19.490
O 21.009 15.719 18.202
N 26.745 18.591 17.645
O 27.116 17.721 16.846
O 25.556 18.893 17.733
O 27.616 19.160 18.433
N 16.562 18.947 23.833
O 16.415 20.130 24.247
O 15.620 18.070 23.932
O 17.684 18.615 23.315
N 18.317 19.851 16.878
O 19.512 20.057 17.200
O 17.468 19.636 17.791
O 18.031 19.953 15.649
N 23.603 17.962 24.537
O 24.027 17.066 23.852
O 24.084 18.096 25.722
O 22.697 18.754 24.161
N 26.408 13.849 20.252
O 25.427 13.267 20.686
O 26.407 14.367 19.068
O 27.493 13.961 20.867

## Properties
HOMO energy (eV): -16.849
LUMO (eV): -11.159
HOMO-LUMO gap (eV): 5.7
Total charge: +6
Multiplicity: 1
Molar mass (g/mol): 2373.76